{"formula": "C8H16O4S2Tl", "method": "the ωB97M-V functional and the def2-TZVPD basis", "lumo_ev": -16.54, "gap_ev": 3.23, "homo_ev": -19.77, "total_charge": 3, "energy_ha": -1582.91761, "fmax_ev_per_a": 1.1, "species": ["O", "S", "O", "O", "C", "C", "C", "C", "C", "C", "C", "O", "C", "S", "H", "H", "H", "H", "H", "H", "H", "H", "H", "H", "H", "H", "H", "H", "H", "H", "Tl"], "coordinates": [[-1.40, 3.22, -0.26], [-1.65, 2.05, -1.00], [-2.06, 2.16, -2.39], [-2.65, 1.15, -0.23], [-2.92, -0.24, -0.65], [-1.66, -0.92, -1.14], [-0.45, -0.38, -0.34], [0.77, -1.31, -0.33], [1.34, -1.77, 0.97], [2.65, -1.01, 1.49], [2.07, 0.22, 2.31], [2.51, 0.14, 3.56], [-0.12, 1.01, -0.91], [0.69, 0.83, -2.48], [-3.33, -0.71, 0.24], [-3.70, -0.23, -1.41], [-1.77, -2.00, -1.04], [-1.50, -0.72, -2.20], [-0.80, -0.20, 0.68], [1.59, -0.85, -0.93], [0.54, -2.24, -0.89], [1.83, -2.76, 0.85], [0.61, -1.85, 1.77], [3.25, -1.62, 2.16], [3.28, -0.72, 0.65], [1.01, 0.43, 2.22], [2.66, 1.03, 1.77], [1.86, 0.36, 4.25], [0.56, 1.57, -0.25], [0.73, 2.14, -2.80], [-3.94, 3.22, -3.69]]}